1.
{"formula": "C10H11NOSi", "method": "ωB97M-V/def2-TZVPD", "species": ["C", "C", "C", "C", "C", "C", "C", "C", "C", "C", "N", "O", "Si", "H", "H", "H", "H", "H", "H", "H", "H", "H", "H", "H"], "xyz": [[0.38, -2.87, -0.33], [-0.72, -2.16, -0.40], [1.43, -2.30, 0.31], [-1.10, 1.78, 0.57], [-1.08, -0.95, -0.02], [0.17, -0.23, 0.34], [0.04, 1.14, 0.33], [-2.27, 0.96, 1.06], [-2.39, -0.24, 0.10], [-2.86, 0.20, -1.29], [1.31, -0.94, 0.53], [4.10, 0.30, 0.33], [5.25, 0.95, -0.40], [2.36, -2.75, 0.59], [-1.23, 2.83, 0.38], [-2.09, 0.60, 2.08], [-3.19, 1.54, 1.06], [-3.13, -0.95, 0.51], [-2.98, -0.66, -1.94], [-2.13, 0.88, -1.73], [-3.82, 0.72, -1.22], [2.16, -0.41, 0.71], [6.17, 1.91, 0.21], [5.61, 0.66, -1.78]], "e_lumo_ev": [-0.76, -0.76], "homo_energy_ev": [-6.699, -6.697], "de_lowest_kcal_mol": 65.99, "max_force_ha_per_bohr": 0.065, "smiles": "C[C@@H]1CC=C=C2NC=C=C=C21.O=[SiH2]", "charge": 0}

=====

2.
{"formula": "C52H48Cl4N8O16", "method": "ωB97M-V/def2-TZVPD", "species": ["Cl", "C", "C", "Cl", "H", "H", "H", "H", "Cl", "C", "C", "Cl", "H", "H", "H", "H", "C", "C", "C", "C", "C", "C", "N", "O", "O", "H", "H", "H", "H", "H", "C", "C", "C", "C", "C", "C", "N", "O", "O", "H", "H", "H", "H", "H", "C", "C", "C", "C", "C", "C", "N", "O", "O", "H", "H", "H", "H", "H", "C", "C", "C", "C", "C", "C", "N", "O", "O", "H", "H", "H", "H", "H", "C", "C", "C", "C", "C", "C", "N", "O", "O", "H", "H", "H", "H", "H", "C", "C", "C", "C", "C", "C", "N", "O", "O", "H", "H", "H", "H", "H", "C", "C", "C", "C", "C", "C", "N", "O", "O", "H", "H", "H", "H", "H", "C", "C", "C", "C", "C", "C", "N", "O", "O", "H", "H", "H", "H", "H"], "xyz": [[5.05, 1.82, 8.80], [3.74, 2.42, 7.84], [3.11, 3.63, 8.47], [1.72, 4.22, 7.46], [2.97, 1.66, 7.73], [4.05, 2.61, 6.82], [3.78, 4.47, 8.67], [2.67, 3.32, 9.41], [-9.05, 0.59, 14.21], [-7.85, -0.24, 13.16], [-6.39, 0.14, 13.49], [-5.91, -0.79, 14.90], [-8.06, 0.09, 12.14], [-7.93, -1.32, 13.28], [-6.21, 1.20, 13.63], [-5.64, -0.13, 12.75], [-5.26, 6.18, 7.86], [-5.74, 4.99, 8.37], [-4.89, 4.31, 9.29], [-3.64, 4.76, 9.61], [-3.14, 5.90, 9.00], [-3.92, 6.54, 8.07], [-2.73, 3.99, 10.50], [-3.28, 3.11, 11.19], [-1.48, 4.20, 10.58], [-5.90, 6.83, 7.29], [-6.72, 4.58, 8.17], [-5.32, 3.39, 9.66], [-2.09, 6.15, 9.06], [-3.61, 7.42, 7.53], [-2.06, 2.16, -0.89], [-2.85, 1.91, -2.01], [-3.92, 2.76, -2.34], [-4.26, 3.87, -1.44], [-3.38, 4.12, -0.41], [-2.31, 3.31, -0.07], [-5.42, 4.64, -1.68], [-5.76, 4.87, -2.87], [-5.97, 5.20, -0.79], [-1.27, 1.50, -0.55], [-2.51, 1.16, -2.71], [-4.50, 2.38, -3.16], [-3.46, 5.10, 0.05], [-1.72, 3.45, 0.82], [4.16, 3.60, 1.71], [3.71, 4.70, 2.46], [4.39, 5.85, 2.53], [5.61, 5.94, 1.81], [6.04, 4.87, 1.06], [5.28, 3.75, 0.92], [6.53, 7.13, 1.90], [7.75, 6.91, 1.73], [6.02, 8.18, 2.29], [3.57, 2.70, 1.77], [2.85, 4.54, 3.09], [3.94, 6.66, 3.08], [6.91, 4.99, 0.44], [5.53, 3.03, 0.16], [-3.20, -1.29, 8.99], [-4.25, -0.60, 8.35], [-4.10, 0.24, 7.22], [-2.80, 0.52, 6.83], [-1.68, -0.11, 7.58], [-1.89, -1.06, 8.60], [-2.54, 1.42, 5.65], [-1.42, 1.57, 5.22], [-3.53, 1.98, 5.20], [-3.27, -1.99, 9.80], [-5.22, -0.94, 8.70], [-4.93, 0.65, 6.67], [-0.63, 0.14, 7.60], [-1.18, -1.40, 9.34], [-4.49, -9.61, 16.00], [-3.66, -8.73, 15.22], [-4.17, -7.72, 14.48], [-5.58, -7.50, 14.64], [-6.39, -8.39, 15.29], [-5.86, -9.44, 16.00], [-6.19, -6.57, 13.73], [-7.36, -6.74, 13.48], [-5.49, -5.65, 13.24], [-4.05, -10.47, 16.50], [-2.62, -8.95, 15.02], [-3.61, -7.18, 13.74], [-7.47, -8.39, 15.34], [-6.39, -10.23, 16.52], [-14.34, -0.81, 10.17], [-13.17, -1.39, 9.80], [-12.10, -0.67, 9.33], [-12.05, 0.69, 9.39], [-13.13, 1.35, 9.99], [-14.32, 0.61, 10.32], [-10.83, 1.56, 9.10], [-9.90, 0.99, 8.44], [-10.64, 2.49, 9.77], [-15.15, -1.47, 10.45], [-13.07, -2.45, 9.63], [-11.33, -1.25, 8.85], [-13.10, 2.43, 9.97], [-15.31, 1.03, 10.47], [6.99, -3.53, 13.22], [6.43, -3.35, 11.95], [5.08, -3.63, 11.76], [4.30, -4.17, 12.80], [4.90, -4.38, 14.03], [6.26, -4.09, 14.30], [2.87, -4.54, 12.59], [2.20, -4.31, 11.54], [2.32, -4.96, 13.58], [8.03, -3.25, 13.21], [7.00, -2.82, 11.20], [4.69, -3.29, 10.81], [4.20, -4.77, 14.76], [6.69, -4.26, 15.27], [-5.79, -7.91, 9.24], [-7.06, -8.55, 8.99], [-8.06, -7.86, 8.31], [-7.87, -6.56, 7.94], [-6.61, -5.95, 8.25], [-5.59, -6.61, 8.88], [-8.99, -5.85, 7.32], [-9.99, -6.42, 6.94], [-8.85, -4.66, 7.15], [-4.97, -8.50, 9.63], [-7.17, -9.59, 9.29], [-9.02, -8.30, 8.08], [-6.42, -5.08, 7.63], [-4.61, -6.19, 9.07]], "e_lumo_ev": -0.84, "homo_energy_ev": -9.804, "de_lowest_kcal_mol": 148.91, "max_force_ha_per_bohr": 0.133, "smiles": "O=[N+]([O-])c1ccccc1.O=[N+]([O-])c1ccccc1.O=[N+]([O-])c1ccccc1.O=[N+]([O-])c1ccccc1.O=[N+]([O-])c1ccccc1.O=[N+]([O-])c1ccccc1.O=[N+]([O-])c1ccccc1.O=[N+]([O-])c1ccccc1.ClCCCl.ClCCCl", "charge": 0}

=====

3.
{"formula": "C4H7Cl2F2N", "method": "ωB97M-V/def2-TZVPD", "species": ["C", "C", "C", "C", "N", "F", "F", "Cl", "Cl", "H", "H", "H", "H", "H", "H", "H"], "xyz": [[-0.47, 0.07, -1.65], [-0.44, -0.17, 0.69], [2.82, -0.78, 0.62], [1.50, 0.88, -0.33], [0.22, 0.40, -0.46], [2.52, -1.80, -0.21], [2.60, -1.06, 1.88], [1.62, 1.95, 1.13], [2.23, 1.45, -1.68], [-1.49, -0.16, -1.34], [-0.43, 0.94, -2.43], [0.04, -0.74, -2.19], [0.31, -0.10, 1.49], [-1.40, 0.27, 0.93], [-0.61, -1.28, 0.61], [3.94, -0.51, 0.52]], "e_lumo_ev": [0.65, 0.65], "homo_energy_ev": [-7.785, -7.783], "de_lowest_kcal_mol": 33.76, "max_force_ha_per_bohr": 0.103, "charge": 0}

=====

4.
{"formula": "C7H12", "method": "ωB97M-V/def2-TZVPD", "species": ["C", "C", "C", "C", "C", "C", "C", "H", "H", "H", "H", "H", "H", "H", "H", "H", "H", "H", "H"], "xyz": [[1.66, -0.80, 0.96], [1.57, -0.04, -0.35], [0.45, 0.11, -1.33], [-0.99, -0.36, -1.19], [-1.47, -0.28, 0.26], [-1.15, 1.09, 0.85], [0.95, 1.32, -0.57], [1.65, -1.88, 0.78], [2.60, -0.55, 1.46], [0.85, -0.55, 1.65], [2.53, -0.03, -0.87], [0.77, 0.13, -2.38], [-1.62, 0.29, -1.81], [-1.09, -1.38, -1.58], [-2.55, -0.47, 0.29], [-1.01, -1.08, 0.85], [-1.09, 1.08, 1.95], [-1.87, 1.85, 0.54], [-0.19, 1.56, 0.49]], "e_lumo_ev": 0.28, "homo_energy_ev": -8.298, "de_lowest_kcal_mol": 102.37, "max_force_ha_per_bohr": 0.013, "charge": 0}